ORCA calculation (ωB97M-V/def2-TZVPD) on a structure of composition C22H26BrN2O2S3Ti.

The HOMO-LUMO gap (alpha / beta) is 6.13 / 7.38 eV. Its multiplicity is 3. The molecular weight comes out at 574.4 g mol⁻¹. For the highest occupied orbital energy (alpha / beta), the calculation gives -0.34422 / -0.39642 hartree. Its expectation value of S² is 2.10. The total charge is +1.

Cartesian coordinates (Å):
Ti 0.425 0.168 0.760
O -1.831 -2.524 2.208
C -1.666 -3.562 1.345
C -2.443 -4.701 1.546
C -2.360 -5.767 0.677
C -1.479 -5.732 -0.396
C -0.672 -4.628 -0.577
C -0.762 -3.534 0.280
C 0.107 -2.327 -0.002
O 0.314 -1.511 1.087
N -0.480 -1.541 -1.110
N -0.391 -0.193 -0.897
C -0.938 0.662 -1.739
C -0.728 2.046 -1.672
Br 0.371 2.569 -0.103
C -1.162 3.047 -2.484
C -1.896 2.847 -3.712
C -2.858 3.799 -4.079
C -3.676 3.586 -5.170
C -3.533 2.442 -5.942
C -2.525 1.538 -5.643
C -1.712 1.736 -4.545
H -1.135 -1.859 2.029
H -3.106 -4.715 2.394
H -2.979 -6.633 0.838
H -1.418 -6.562 -1.083
H 0.047 -4.599 -1.386
H 1.105 -2.664 -0.367
H -1.365 -1.882 -1.487
H -1.592 0.293 -2.523
H -1.005 4.069 -2.172
H -2.980 4.693 -3.486
H -4.435 4.309 -5.425
H -4.189 2.262 -6.781
H -2.374 0.672 -6.270
H -0.892 1.057 -4.368
C 2.136 3.032 3.398
C 1.054 2.232 4.093
S 0.333 0.806 3.165
C 1.365 -0.628 3.630
C 2.707 -0.843 2.927
S 2.914 -0.267 1.191
C 4.479 0.695 1.326
C 4.291 2.129 1.767
S 3.791 2.259 3.524
H 2.223 3.998 3.897
H 1.898 3.199 2.347
H 0.189 2.874 4.268
H 1.400 1.833 5.047
H 0.697 -1.478 3.456
H 1.535 -0.535 4.706
H 2.888 -1.919 2.880
H 3.511 -0.357 3.477
H 4.892 0.672 0.318
H 5.133 0.143 2.000
H 3.538 2.639 1.163
H 5.241 2.656 1.676